Record 1
C16H24AlBBeCl5CsF9MgNO12 | ωB97M-V with the def2-TZVPD basis set

Geometry as ORCA input:
```
! RIJCOSX wB97M-V def2-TZVPD def2/J DEFGRID3
* xyz 0 1
N -0.6178 0.7403 0.5514
C -0.1585 2.1509 0.4017
C -1.2264 3.2654 0.8568
C -2.6244 2.6881 1.3637
B -3.6328 2.2189 0.1986
O -3.4501 2.3652 -1.2023
C -5.0157 1.4377 0.6712
F -6.1430 1.8755 -0.0927
F -5.2677 1.8009 2.0337
C -4.8402 -0.1562 0.6412
F -5.9318 -0.7226 1.3253
F -3.6470 -0.5711 1.4020
F -4.8289 -0.6368 -0.6732
H -1.0628 0.4989 -0.3476
H 0.1924 0.1248 0.6904
H 0.7882 2.2687 1.0607
H 0.1960 2.4089 -0.6658
H -0.7556 3.8170 1.7548
H -1.3798 4.0903 0.0664
H -3.1500 3.5302 1.9552
H -2.5304 1.8125 2.1000
H -2.6169 2.8302 -1.4237
C 4.2363 0.5348 2.0076
C 3.0770 0.9286 1.4013
C 3.1644 0.9348 -0.1277
O 2.2300 1.1817 -0.8665
C 4.4682 0.6259 -0.7473
C 5.6130 0.2498 -0.1358
C 5.4891 0.1428 1.3699
O 6.4189 -0.2590 2.0770
O 6.7450 -0.0181 -0.6662
O 1.9906 1.2657 1.9631
H 4.2767 0.4875 3.0925
H 4.4603 0.7212 -1.8269
Mg 8.4502 0.1525 1.3718
C -7.8931 5.1574 -0.3649
Cl -8.0963 5.1668 -2.1234
Cl -7.0917 6.6367 0.1769
Cl -9.4578 4.9640 0.4400
H -7.2648 4.3104 -0.0982
O -2.0217 7.3693 0.2156
Cl -3.3699 6.8466 0.2135
O -4.2214 7.6995 1.0115
O -3.3685 5.5078 0.7739
O -3.8675 6.7965 -1.1430
O -5.9136 -2.9983 -1.9604
H -5.3926 -3.7723 -1.7179
H -5.6378 -2.3235 -1.3283
C 7.9413 -5.1389 0.2515
O 8.0288 -5.8073 -1.0021
C 6.7527 -6.0979 -1.5550
C 6.3754 -5.0891 -2.6419
O 6.1913 -3.7788 -2.0950
C 7.3267 -2.9370 -2.3034
H 8.9220 -4.7205 0.4828
H 7.2117 -4.3241 0.2316
H 7.6696 -5.8555 1.0305
H 5.9868 -6.1398 -0.7694
H 6.8204 -7.0907 -2.0087
H 5.4196 -5.3895 -3.0816
H 7.1209 -5.0741 -3.4416
H 7.3420 -2.5916 -3.3395
H 8.2622 -3.4462 -2.0719
H 7.2329 -2.0700 -1.6467
Cs 4.1663 -4.3426 -1.7925
Be 2.3249 -0.5411 3.4471
Cl -3.2604 -2.3162 1.9926
F -7.6873 -2.9410 0.7236
Al -9.4334 -2.6792 0.9270
F -9.8171 -0.9846 0.5818
F -9.8946 -3.0628 2.5946
F -10.3226 -3.7283 -0.1896
*
```

The calculation puts the electronic energy at -143759.0858 eV. The gap between HOMO and LUMO comes out at 1.6989 eV. The calculation puts the molecular weight at 974.6 g mol⁻¹.

Charge distribution, Löwdin scheme, values in e: N 0.03; C -0.26; C -0.17; C -0.12; B -0.32; O 0.14; C -0.19; F 0.09; F 0.06; C -0.26; F 0.14; F -0.25; F 0.14; H 0.08; H 0.05; H 0.09; H 0.11; H 0.12; H 0.11; H 0.12; H 0.11; H 0.11; C -0.05; C -0.41; C -0.29; O 0.11; C 0.04; C -0.43; C -0.34; O -0.15; O -0.15; O -0.11; H 0.05; H 0.12; Mg 1.23; C -1.54; Cl 0.51; Cl 0.56; Cl 0.51; H -0.01; O -0.36; Cl 0.63; O -0.37; O -0.37; O -0.36; O -0.05; H 0.03; H -0.01; C -0.08; O -0.16; C -0.22; C -0.41; O -0.76; C -0.04; H 0.10; H 0.08; H 0.10; H 0.09; H 0.15; H -0.02; H 0.15; H 0.11; H 0.10; H 0.08; Cs 1.64; Be 0.60; Cl 0.71; F -0.26; Al 0.05; F -0.25; F -0.26; F -0.25

***

Record 2
C33H46I2N9O3PTl | ωB97M-V with the def2-TZVPD basis set

Geometry as ORCA input:
```
! RIJCOSX wB97M-V def2-TZVPD def2/J DEFGRID3
* xyz -1 1
Tl 1.1432 -1.6366 -0.6808
O -1.7698 -3.0452 3.7588
C -1.5071 -2.8232 2.5868
N -0.2418 -2.8492 2.0688
C 0.8202 -2.5162 2.7173
C 0.8510 -1.6295 3.8610
C 2.0231 -1.3206 4.4413
C 3.2855 -1.8518 3.9762
C 3.3483 -2.6795 2.9233
C 2.1354 -3.0575 2.2110
N 2.1337 -3.7578 1.1309
C 3.1299 -4.6035 0.7292
O 3.6262 -5.4349 1.4676
C 3.5142 -4.5751 -0.7339
C 4.4976 -5.4725 -1.1365
C 4.9179 -5.4506 -2.4529
C 4.3507 -4.5279 -3.3157
C 3.3773 -3.6761 -2.8195
N 2.9570 -3.6980 -1.5632
C -2.6329 -2.6764 1.5933
C -3.9314 -2.6738 2.0973
C -4.9820 -2.5261 1.2126
C -4.6967 -2.3720 -0.1350
C -3.3680 -2.3963 -0.5337
N -2.3519 -2.5577 0.3015
H -0.0853 -1.2376 4.2281
H 2.0381 -0.6443 5.2864
H 4.1941 -1.5217 4.4600
H 4.2908 -3.0339 2.5380
H 4.9103 -6.1519 -0.4061
H 5.6837 -6.1336 -2.7981
H 4.6583 -4.4580 -4.3497
H 2.9162 -2.9276 -3.4535
H -4.0790 -2.7936 3.1603
H -6.0047 -2.5209 1.5670
H -5.4806 -2.2301 -0.8650
H -3.1150 -2.2755 -1.5798
N 0.1392 -2.1734 -3.3978
C -0.3328 -0.9598 -4.0577
C 0.8165 -0.1590 -4.6702
C 1.5200 0.7931 -3.7063
N 2.2275 0.1071 -2.6395
H 0.5249 -2.8389 -4.0599
H -0.6155 -2.6384 -2.9070
H -0.8201 -0.3467 -3.2949
H -1.0762 -1.1817 -4.8395
H 0.4170 0.4433 -5.4913
H 1.5441 -0.8473 -5.1166
H 0.7570 1.4123 -3.2263
H 2.1738 1.4658 -4.2853
H 2.5803 0.7532 -1.9413
H 3.0411 -0.3988 -2.9734
O -0.8022 0.7632 -0.9892
P -1.0688 1.9520 -0.1532
N -0.7520 3.3611 -0.9752
C -1.2766 3.5740 -2.3262
C -1.3234 5.0943 -2.4678
C -0.1664 5.5462 -1.5820
C -0.2841 4.6128 -0.3808
N -2.6708 2.0560 0.2952
C -3.2738 0.9112 0.9868
C -4.5277 1.4818 1.6609
C -4.7928 2.7763 0.8948
C -3.3820 3.2836 0.6286
N -0.1907 1.9446 1.2280
C -0.4935 2.6580 2.4732
C 0.7768 2.4781 3.3106
C 1.8789 2.3638 2.2661
C 1.2175 1.5063 1.2063
H -2.2539 3.1022 -2.4498
H -0.6028 3.1384 -3.0717
H -2.2653 5.4843 -2.0750
H -1.2279 5.4175 -3.5041
H -0.2211 6.5962 -1.2974
H 0.7835 5.3762 -2.0910
H -1.0033 5.0206 0.3413
H 0.6651 4.4683 0.1354
H -2.5829 0.4756 1.7159
H -3.5184 0.1363 0.2574
H -4.3274 1.7070 2.7093
H -5.3621 0.7841 1.6227
H -5.4046 3.4896 1.4455
H -5.2823 2.5553 -0.0554
H -2.9867 3.7709 1.5300
H -3.3281 3.9974 -0.1942
H -1.3778 2.2367 2.9630
H -0.6866 3.7215 2.2943
H 0.7166 1.5454 3.8761
H 0.9302 3.2944 4.0137
H 2.8007 1.9327 2.6492
H 2.1278 3.3497 1.8663
H 1.2858 0.4481 1.4734
H 1.6509 1.6232 0.2143
I 3.9886 -0.6168 0.3857
I 5.1602 2.8880 4.2826
*
```

The calculation puts the electronic energy at -84710.4892 eV. The energy relative to the best compared isomer or geometry (same formula, charge and spin) comes out at 41.9 kcal per mole. The gap between HOMO and LUMO comes out at 3.7080 eV. The calculation puts the molecular weight at 1106.0 g mol⁻¹.

Charge distribution, Löwdin scheme, values in e: Tl 0.57; O 0.08; C -0.41; N 0.19; C -0.19; C -0.01; C -0.03; C -0.05; C -0.10; C -0.24; N 0.15; C -0.42; O 0.09; C -0.19; C 0.01; C -0.06; C -0.05; C -0.14; N 0.06; C -0.20; C 0.00; C -0.07; C -0.07; C -0.15; N 0.14; H 0.11; H 0.12; H 0.12; H 0.10; H 0.12; H 0.11; H 0.10; H 0.09; H 0.11; H 0.11; H 0.10; H 0.11; N -0.05; C -0.28; C -0.19; C -0.28; N -0.06; H 0.07; H 0.04; H 0.09; H 0.10; H 0.10; H 0.11; H 0.08; H 0.11; H 0.00; H 0.05; O -0.35; P 0.51; N -0.19; C -0.20; C -0.18; C -0.17; C -0.20; N -0.18; C -0.19; C -0.16; C -0.17; C -0.21; N -0.18; C -0.19; C -0.16; C -0.20; C -0.26; H 0.11; H 0.10; H 0.10; H 0.11; H 0.11; H 0.12; H 0.10; H 0.11; H 0.11; H 0.09; H 0.11; H 0.10; H 0.11; H 0.11; H 0.11; H 0.10; H 0.10; H 0.10; H 0.10; H 0.11; H 0.01; H 0.11; H 0.04; H 0.07; I 0.08; I -0.78

***

> Look up the electronic energy of the first one.

-143759.0858 eV

***

> Among the records above, which one has the highest gap between HOMO and LUMO?

C33H46I2N9O3PTl